Record 1
This record from OMol25 describes an isolated ion of composition C7H15N2 and charge +1 at a distorted geometry. The level of theory is wB97M-V/def2-TZVPD.

Structure (ORCA input):
```
! RIJCOSX wB97M-V def2-TZVPD def2/J DEFGRID3
* xyz 1 1
C 3.6286 0.7144 1.6487
N 2.3407 1.2426 1.8747
C 1.0900 0.7797 1.4295
C 0.9353 -0.5119 0.8681
C -0.2093 -1.0248 0.2525
C -1.3046 -0.2712 -0.1764
C -1.6085 1.1460 -0.3937
N -2.2394 -1.1024 -0.9837
C -2.0974 -1.1510 -2.3765
H 4.1464 1.4736 1.0327
H 4.1995 0.4908 2.4589
H 3.6695 -0.2233 1.1084
H 2.3262 2.2562 2.0383
H 0.1787 1.4029 1.4395
H 1.8277 -1.2793 0.8385
H -0.2001 -2.0964 0.0171
H -2.1517 1.2609 -1.3002
H -0.6560 1.6227 -0.4206
H -2.1213 1.5764 0.4028
H -2.1642 -2.0778 -0.6722
H -3.1983 -0.8084 -0.7434
H -2.2443 -0.0143 -2.8422
H -1.2150 -1.6616 -2.6817
H -2.9325 -1.7439 -2.8192
*
```

Summary:
E (hartree): -384.8937
HOMO (eV): -10.9543
SMILES: CN/C=C/C=C(\C)[NH2+]C
Frontier orbital gap (eV): 8.0
ΔE to the lowest compared entry with this formula, charge and spin (kcal/mol): 64.7
E_LUMO (eV): -2.9

***

Record 2
This record from OMol25 describes one molecule with the formula C7H15N2OP at a distorted geometry. The level of theory is wB97M-V/def2-TZVPD.

Structure (ORCA input):
```
! RIJCOSX wB97M-V def2-TZVPD def2/J DEFGRID3
* xyz 0 1
C 1.8231 -3.0941 -0.5668
C 1.3951 -1.8414 0.2381
C -0.1297 -1.4084 0.0243
O -0.9740 -2.3081 -0.1212
N -0.4179 -0.1736 0.3649
C -1.7139 0.3587 0.0769
C -1.8615 1.1819 -1.1269
C -1.0159 2.4258 -0.9390
P 0.8063 1.9110 -0.6629
N 0.5964 0.7942 0.7044
C 0.5590 1.3766 1.9706
H 2.9494 -3.3358 -0.4143
H 1.7349 -2.8236 -1.7248
H 1.1691 -3.9579 -0.2023
H 2.0000 -1.0078 -0.1881
H 1.4445 -2.1421 1.2996
H -1.9663 1.0113 1.0304
H -2.3324 -0.5361 0.1262
H -1.4187 0.6777 -1.9662
H -2.9441 1.3483 -1.2845
H -1.0002 3.1051 -1.9149
H -1.5354 2.9671 -0.1307
H 0.9192 0.7734 -1.4440
H -0.3621 1.9648 2.1664
H 0.8403 0.6643 2.6821
H 1.4350 2.0684 2.0027
*
```

Summary:
E (hartree): -801.7384
HOMO (eV): -8.9654
SMILES: CCC(=O)N1CCCPN1C
Frontier orbital gap (eV): 9.8
ΔE to the lowest compared entry with this formula, charge and spin (kcal/mol): 66.9
E_LUMO (eV): 0.9

***

Record 3
This record from OMol25 describes a 2-piece molecular cluster, C7H15N2S overall at a distorted geometry. The level of theory is wB97M-V/def2-TZVPD.

Structure (ORCA input):
```
! RIJCOSX wB97M-V def2-TZVPD def2/J DEFGRID3
* xyz 1 1
C -2.0715 1.3499 -1.0027
C -2.4510 -0.4773 0.6827
C -1.1440 -0.1424 0.2133
C -2.9693 -1.8702 0.3898
C 1.6192 1.7063 0.0380
C 2.3757 -0.2258 -1.3576
C 2.2329 -0.2973 1.1416
N -0.9303 0.7364 -0.6925
N 1.8286 0.3395 -0.0332
S -3.5405 0.8664 -0.2730
H -1.9408 2.0080 -1.8437
H -2.6073 -0.4058 1.7807
H -0.3356 -0.8240 0.4120
H -2.1964 -2.6696 0.5680
H -3.2335 -1.8498 -0.6865
H -3.8687 -2.1835 1.0285
H 2.4509 2.2656 -0.4118
H 0.7038 1.9464 -0.5259
H 1.5044 2.0985 1.0834
H 1.5865 -0.6505 -2.0156
H 2.8867 0.4854 -1.9612
H 3.0378 -0.9118 -0.9463
H 2.4090 -1.4043 0.9748
H 3.1038 0.1706 1.5513
H 1.5496 -0.0606 1.8856
*
```

Summary:
E (hartree): -783.0304
HOMO (eV): -10.8521
Frontier orbital gap (eV): 4.5
ΔE to the lowest compared entry with this formula, charge and spin (kcal/mol): 108.3
E_LUMO (eV): -6.4

***

Record 4
This record from OMol25 describes an isolated ion of composition C7H15N4O2 and charge +1 at a distorted geometry. The level of theory is wB97M-V/def2-TZVPD.

Structure (ORCA input):
```
! RIJCOSX wB97M-V def2-TZVPD def2/J DEFGRID3
* xyz 1 1
C 0.0475 -0.8258 1.9407
C 0.2046 -0.5986 0.3794
C 1.0997 -1.7595 -0.1649
C 0.6885 0.7071 -0.1979
N 0.8320 0.8475 -1.5306
C 0.6472 2.0356 0.5082
N 1.8124 2.6725 0.2800
O -0.2109 2.4397 1.2497
C -1.1222 -0.3670 -0.3127
N -1.0243 -0.7306 -1.6764
C -2.2815 0.2200 0.1552
N -2.3218 1.0110 1.1502
O -3.4237 -0.1230 -0.4882
H 0.9903 -1.2833 2.4397
H -0.5460 -1.7007 1.9950
H -0.2354 0.0528 2.5500
H 1.3925 -1.4407 -1.1953
H 0.6193 -2.7982 -0.0997
H 2.1048 -1.7713 0.3741
H 0.7309 1.6346 -2.0765
H 0.9705 -0.0697 -1.8893
H 2.5074 2.2772 -0.2695
H 1.9618 3.6277 0.3979
H -1.8860 -0.4157 -2.2190
H -0.8892 -1.7306 -1.9411
H -1.4138 1.4562 1.5096
H -3.1124 1.5459 1.4783
H -4.0380 -0.5934 0.0507
*
```

Summary:
E (hartree): -644.9329
HOMO (eV): -11.2728
SMILES: CC(C)(C(=[NH2+])C(N)=O)/C(N)=C(\N)O
Frontier orbital gap (eV): 7.5
ΔE to the lowest compared entry with this formula, charge and spin (kcal/mol): 56.5
E_LUMO (eV): -3.7